Entry 1:
{"formula": "C4H16N2O", "method": "ωB97M-V with the def2-TZVPD basis set", "charge": 2, "gap_ha": 0.437, "spin_multiplicity": 1, "species": ["C", "C", "C", "C", "N", "N", "H", "H", "H", "H", "H", "H", "H", "H", "H", "H", "H", "H", "H", "H", "H", "H", "O"], "positions_angstrom": [[-0.789, -0.373, 2.444], [-0.183, -0.465, 1.034], [0.659, 0.825, 0.702], [1.435, 0.891, -0.644], [0.534, 0.900, -1.840], [0.646, -1.692, 0.875], [-1.094, 0.667, 2.541], [0.048, -0.503, 3.119], [-1.702, -0.958, 2.493], [-0.984, -0.477, 0.276], [-0.139, 1.565, 0.606], [1.358, 0.997, 1.526], [2.037, -0.020, -0.745], [2.095, 1.754, -0.607], [1.052, 1.210, -2.671], [-0.061, 1.726, -1.683], [-0.048, 0.083, -2.022], [1.006, -1.685, -0.080], [1.483, -1.623, 1.458], [0.221, -2.622, 0.936], [-2.276, -0.587, -3.082], [-3.114, 0.293, -2.229], [-2.181, 0.094, -2.406]], "forces_ev_per_angstrom": [[0.500, 0.941, -1.660], [-0.884, 1.377, -0.448], [-0.592, -0.996, -0.735], [0.159, -1.984, 1.309], [0.431, 2.493, 0.259], [0.932, -0.076, -1.156], [-0.136, 0.064, 0.231], [-0.423, -0.534, 0.785], [0.355, -0.497, 0.668], [0.203, -0.561, 0.231], [0.347, 0.426, 0.725], [-0.164, 0.476, -0.157], [0.377, 0.418, -0.143], [-0.144, 0.051, -0.492], [0.072, -0.692, -0.144], [-0.687, -0.531, -0.278], [-0.267, 0.103, -0.020], [0.214, -0.163, -0.101], [-0.103, -0.396, 0.394], [-0.399, 0.183, 0.716], [0.149, -0.069, -0.202], [0.204, 0.282, 0.212], [-0.143, -0.315, 0.007]]}

Entry 2:
{"formula": "C4H16N2O2", "method": "ωB97M-V with the def2-TZVPD basis set", "smiles": "CN(C)CCN.O.O", "gap_ha": 0.354, "spin_multiplicity": 1, "species": ["N", "C", "C", "N", "C", "C", "H", "H", "H", "H", "H", "H", "H", "H", "H", "H", "H", "H", "H", "H", "O", "H", "H", "O"], "positions_angstrom": [[-1.548, 1.867, 1.881], [-1.964, 1.425, 0.543], [-0.848, 1.223, -0.475], [0.056, 0.153, -0.098], [1.289, 0.190, -0.899], [-0.545, -1.177, -0.194], [-0.712, 1.387, 2.224], [-1.305, 2.850, 1.869], [-2.678, 2.171, 0.186], [-2.534, 0.500, 0.672], [-0.266, 2.145, -0.520], [-1.281, 1.057, -1.479], [2.149, -0.225, -0.379], [1.127, -0.316, -1.866], [1.505, 1.224, -1.163], [-1.166, -1.466, 0.646], [0.263, -1.910, -0.278], [-1.112, -1.271, -1.132], [2.098, -3.976, -1.934], [1.560, -2.538, -2.166], [2.342, -3.047, -1.914], [1.442, -0.703, 2.600], [0.847, 0.218, 1.492], [1.280, 0.219, 2.384]], "forces_ev_per_angstrom": [[0.382, -0.022, -0.095], [-0.066, -0.016, 0.679], [-0.369, 0.330, 0.067], [0.576, -0.333, -0.040], [-0.587, 0.332, -0.564], [0.442, -0.148, -0.601], [-0.373, -0.062, -0.162], [-0.055, 0.016, -0.049], [0.062, -0.088, -0.213], [0.038, -0.006, -0.142], [0.011, 0.034, -0.029], [0.039, -0.080, 0.062], [-0.100, -0.219, 0.042], [0.195, -0.069, 0.129], [0.168, 0.051, 0.191], [-0.150, 0.251, 0.154], [-0.030, 0.018, 0.280], [-0.199, 0.019, 0.083], [-0.157, 0.024, -0.067], [0.159, -0.320, 0.018], [-0.005, 0.284, 0.043], [-0.007, 0.020, 0.024], [0.076, -0.084, 0.319], [-0.050, 0.065, -0.129]]}

Entry 3:
{"formula": "C4H16N2O2", "method": "ωB97M-V with the def2-TZVPD basis set", "smiles": "NCCCCN.O.O", "gap_ha": 0.361, "spin_multiplicity": 1, "species": ["C", "C", "C", "N", "C", "N", "H", "H", "H", "H", "H", "H", "H", "H", "H", "H", "H", "H", "H", "H", "O", "H", "H", "O"], "positions_angstrom": [[0.200, 0.393, 2.622], [0.287, 0.012, 1.102], [1.533, 0.782, 0.434], [1.074, 1.921, -0.365], [-1.305, 0.448, 3.050], [-2.036, -0.852, 2.769], [0.622, 1.343, 2.964], [0.715, -0.462, 3.125], [-0.555, 0.385, 0.592], [0.414, -1.034, 1.030], [2.431, 0.174, 0.057], [2.268, 1.127, 1.291], [0.403, 1.522, -1.165], [0.441, 2.535, 0.136], [-1.505, 0.593, 4.211], [-1.722, 1.339, 2.666], [-2.739, -1.073, 3.540], [-2.610, -0.769, 1.918], [2.457, -0.888, -6.777], [1.787, -0.007, -5.682], [2.253, -0.846, -5.851], [-1.145, -2.131, -2.161], [-1.540, -0.708, -1.935], [-1.913, -1.559, -2.135]], "forces_ev_per_angstrom": [[-1.461, -1.629, 0.318], [3.207, 2.200, 1.132], [1.641, -0.262, 2.647], [-1.097, -1.520, -2.835], [0.112, -2.028, 3.239], [-1.191, 0.725, 0.535], [0.331, -0.093, -0.608], [-0.383, 0.921, 0.127], [-1.240, 0.069, -0.757], [-0.274, -1.122, -0.227], [-2.124, 0.331, -1.047], [-1.995, 0.310, -0.994], [2.059, 1.088, 2.107], [0.222, -0.138, 0.471], [1.139, -0.181, -2.114], [-0.851, 0.818, -1.040], [1.433, 0.614, -1.422], [0.469, -0.104, 0.448], [0.030, 0.184, -0.640], [0.383, -0.585, -0.363], [-0.414, 0.401, 1.009], [0.155, -0.325, -0.042], [0.104, 0.605, 0.131], [-0.255, -0.279, -0.073]]}

Entry 4:
{"formula": "C4H16N2O2", "method": "ωB97M-V with the def2-TZVPD basis set", "smiles": "NCCCCN.O.O", "gap_ha": 0.348, "spin_multiplicity": 1, "species": ["C", "C", "C", "C", "N", "N", "H", "H", "H", "H", "H", "H", "H", "H", "H", "H", "H", "H", "H", "H", "O", "H", "H", "O"], "positions_angstrom": [[0.970, 1.076, 1.260], [0.277, -0.388, 0.928], [-1.258, -0.420, 1.225], [-1.926, -1.534, 0.412], [-1.935, -1.415, -1.065], [2.419, 1.187, 1.223], [0.600, 1.842, 0.434], [0.535, 1.529, 2.235], [0.334, -0.553, -0.193], [0.760, -1.172, 1.425], [-1.726, 0.559, 0.980], [-1.446, -0.808, 2.308], [-1.473, -2.473, 0.638], [-3.003, -1.717, 0.744], [-1.587, -0.734, -1.650], [-2.809, -1.359, -1.403], [2.983, 0.883, 1.953], [2.719, 0.929, 0.340], [1.733, 2.774, -2.593], [0.877, 2.976, -1.361], [1.132, 2.328, -1.966], [0.986, -0.360, -1.881], [-0.057, -1.756, -1.855], [0.896, -1.395, -2.136]], "forces_ev_per_angstrom": [[-1.929, 0.671, -0.274], [-1.066, 3.247, -1.543], [0.275, -1.103, 1.030], [-1.387, 0.699, -0.425], [1.520, -2.068, 1.726], [-2.371, 1.327, -0.029], [0.428, -1.728, 1.606], [0.820, -1.002, -1.358], [0.430, 0.185, 1.657], [0.884, -1.100, 0.723], [0.172, -0.546, 0.543], [0.279, 1.429, -1.502], [0.748, -0.674, 0.279], [1.208, 0.633, -0.438], [2.266, 2.515, -0.155], [-4.280, -0.700, -0.936], [0.649, -0.926, 1.379], [1.136, -0.624, -1.713], [-0.471, -0.364, 0.483], [-0.613, 1.704, 1.571], [1.120, -1.452, -2.104], [-0.746, -3.765, -0.984], [2.862, 1.482, -0.731], [-1.935, 2.158, 1.195]]}

Entry 5:
{"formula": "C4H16N2O2", "method": "ωB97M-V with the def2-TZVPD basis set", "charge": 1, "gap_ha": [0.408, 0.216], "spin_multiplicity": 2, "species": ["C", "N", "C", "C", "N", "C", "H", "H", "H", "H", "H", "H", "H", "H", "H", "H", "H", "H", "H", "H", "O", "H", "H", "O"], "positions_angstrom": [[-0.255, -2.464, -0.111], [-0.238, -1.703, 1.130], [0.783, -0.640, 1.148], [0.616, 0.291, -0.143], [-0.175, 1.433, 0.049], [-0.772, 1.877, -1.253], [-1.235, -2.996, -0.131], [0.590, -3.160, -0.438], [-0.231, -1.828, -1.087], [0.151, -2.533, 1.761], [0.867, -0.099, 2.079], [1.838, -1.067, 0.754], [1.739, 0.617, -0.541], [0.346, -0.432, -0.963], [-0.840, 1.313, 0.816], [-0.122, 1.826, -2.110], [-1.711, 1.359, -1.555], [-0.937, 2.920, -1.122], [1.933, 2.570, 0.039], [2.658, 1.353, 0.698], [2.751, 2.254, 0.435], [-1.940, -0.727, 0.143], [-3.334, -0.223, 0.337], [-2.483, 0.059, 0.065]], "forces_ev_per_angstrom": [[-0.489, -0.277, -3.407], [2.252, -2.264, 1.525], [2.534, -0.814, -3.874], [3.037, -0.810, 1.580], [-1.526, -2.389, -3.515], [-0.079, 1.147, 0.522], [0.944, 0.048, -0.194], [-0.728, 0.577, 1.376], [-0.692, -0.856, 1.608], [-1.374, 2.737, -0.732], [-0.042, -0.025, 0.224], [-1.756, 0.440, 1.829], [-2.726, -0.549, 0.610], [-0.279, 1.451, 0.273], [-0.086, 0.704, 0.267], [0.912, -0.524, 0.160], [0.575, 0.137, 1.010], [-0.767, 0.960, -0.036], [0.152, -0.093, 0.188], [-0.133, -0.645, 0.517], [0.515, 1.240, -0.316], [0.148, -0.445, 0.314], [-1.430, -0.276, 0.473], [1.039, 0.527, -0.402]]}